# 1
This record from OMol25 describes a cluster of 9 separate species, C18H36Br18 in total. The level of theory is the ωB97M-V functional and the def2-TZVPD basis.

The geometry in ORCA input format:
```
! RIJCOSX wB97M-V def2-TZVPD def2/J DEFGRID3
* xyz 0 1
Br -7.8332 0.2306 0.2848
C -6.4003 -1.1162 0.4597
C -6.2131 -1.4293 1.9455
Br -4.4345 -2.2991 2.1521
H -5.5021 -0.6069 0.1246
H -6.7041 -1.9559 -0.1478
H -6.9720 -2.1648 2.2000
H -6.2325 -0.5812 2.6148
Br -6.0391 4.4568 -2.3845
C -5.9079 3.3743 -0.7446
C -4.5000 2.8977 -0.6210
Br -4.2404 1.9360 1.0894
H -6.6969 2.6293 -0.7727
H -6.2019 3.9970 0.1013
H -3.7913 3.7206 -0.6599
H -4.2115 2.2024 -1.4061
Br 3.1248 -3.1155 -6.0915
C 2.9059 -1.4434 -5.1418
C 1.8701 -0.5666 -5.8113
Br 1.7402 1.0287 -4.6131
H 3.8259 -0.8540 -5.1839
H 2.7498 -1.7141 -4.1038
H 0.9053 -1.0706 -5.7319
H 2.0280 -0.2762 -6.8412
Br -2.6608 -2.1020 -2.1280
C -2.2624 -0.6681 -0.8435
C -0.7718 -0.4169 -0.6960
Br -0.4149 0.8618 0.7609
H -2.7665 -0.8140 0.1083
H -2.7270 0.2120 -1.2879
H -0.3248 0.0136 -1.5788
H -0.2924 -1.3585 -0.4376
Br 3.7052 2.9264 3.9716
C 3.0091 1.1202 4.3495
C 2.0335 0.6931 3.2613
Br 1.5164 -1.1439 3.6655
H 2.4848 1.2285 5.2897
H 3.8607 0.4534 4.4091
H 2.4845 0.6431 2.2783
H 1.1859 1.3689 3.2628
Br -0.2692 2.2843 6.0921
C -1.0252 3.7510 5.0319
C -1.5831 3.1706 3.7445
Br -2.5501 4.5821 2.8261
H -0.2122 4.4249 4.7897
H -1.8166 4.1151 5.6706
H -2.2654 2.3501 3.9588
H -0.8750 2.8161 3.0038
Br 5.0045 1.3341 0.6195
C 4.9185 2.7693 -0.7500
C 3.7474 2.5042 -1.6771
Br 3.4973 4.0292 -2.8401
H 5.8668 2.6525 -1.2632
H 4.8916 3.7106 -0.2134
H 2.8482 2.2328 -1.1287
H 4.0033 1.6501 -2.3015
Br 0.6578 -6.8004 -1.3802
C 0.6296 -5.1476 -0.3398
C -0.8156 -4.9134 0.0551
Br -1.0068 -3.4491 1.3742
H 1.0480 -4.3455 -0.9323
H 1.2472 -5.4594 0.4947
H -1.2987 -5.8075 0.4346
H -1.3743 -4.6228 -0.8331
Br 7.3086 -3.1257 -0.9592
C 5.8313 -1.9661 -1.4575
C 4.5350 -2.5437 -0.9238
Br 2.9838 -1.4443 -1.4735
H 5.7995 -1.9882 -2.5469
H 6.0060 -0.9353 -1.1686
H 4.5723 -2.5386 0.1664
H 4.3665 -3.5869 -1.1752
*
```

Values from the calculation:
energy above the lowest of the compared OMol25 structures with the same formula, charge and spin	0.542	eV
Kohn-Sham gap	10.20	eV
SMILES	BrCCBr.BrCCBr.BrCCBr.BrCCBr.BrCCBr.BrCCBr.BrCCBr.BrCCBr.BrCCBr
HOMO level	-10.03	eV
E_LUMO	0.17	eV

Mulliken analysis output, partial charges in e: -0.1745, -0.1012, -0.6186, -0.1391, -0.1812, 0.4508, 0.4012, 0.3907, -0.1639, -0.4150, -0.5789, -0.1575, 0.1465, 0.3828, 0.4029, 0.3851, -0.1491, -0.3612, -0.4883, -0.1708, 0.3565, 0.0177, 0.3486, 0.4305, -0.1716, -0.2283, -0.1230, -0.1009, 0.1229, 0.2331, 0.4233, -0.0833, -0.2058, -0.6356, 0.2781, -0.1047, 0.3414, 0.4381, 0.1568, -0.2834, -0.1829, -0.5271, -0.3977, -0.1573, 0.4044, 0.4220, 0.4243, -0.0635, -0.1907, -0.5801, -0.3585, -0.1394, 0.3560, 0.4472, 0.2669, 0.1959, -0.1474, -0.4576, -0.5303, -0.1548, 0.2200, 0.3373, 0.4614, 0.2487, -0.1455, -0.3889, -0.7772, -0.0755, 0.3039, 0.2233, 0.4179, 0.4744

# 2
This record from OMol25 describes a structure of composition C24H21IrN7O3. The level of theory is the ωB97M-V functional and the def2-TZVPD basis.

The geometry in ORCA input format:
```
! RIJCOSX wB97M-V def2-TZVPD def2/J DEFGRID3
* xyz 2 2
Ir 0.3161 0.5605 -1.0729
O 1.4731 4.2681 -2.1239
C 1.3977 3.1344 -1.7724
N 0.1987 2.4193 -1.5456
C -1.0905 2.9942 -1.6574
O -1.3524 4.1500 -1.7408
C -2.1351 1.8993 -1.7399
C -3.4564 2.1873 -2.0065
C -4.3294 1.1344 -2.2392
C -3.8353 -0.1631 -2.2419
C -2.5044 -0.3794 -1.9399
N -1.6765 0.6312 -1.6510
C 2.5952 2.2488 -1.5362
C 3.8695 2.7405 -1.7143
C 4.9500 1.9285 -1.3967
C 4.7049 0.6633 -0.8860
C 3.3993 0.2344 -0.7398
N 2.3563 0.9975 -1.0837
H -3.7571 3.2248 -2.0646
H -5.3709 1.3250 -2.4608
H -4.4685 -1.0022 -2.4938
H -2.0484 -1.3589 -1.9853
H 3.9823 3.7501 -2.0856
H 5.9631 2.2832 -1.5289
H 5.5116 0.0042 -0.5987
H 3.1788 -0.7404 -0.3230
C -1.6550 -2.6167 3.0228
N -2.2471 -2.1952 1.7122
C -1.7222 -3.0485 0.6096
C -2.1719 -0.6950 1.4067
C -0.9007 0.0246 1.7923
C -0.8474 0.3209 3.1595
C 0.1711 1.0316 3.7587
C 1.1827 1.5155 2.9584
C 1.1489 1.2734 1.5948
C 0.1329 0.5298 0.9647
H -1.8193 -3.6861 3.1272
H -2.1546 -2.0887 3.8284
H -0.5907 -2.4025 3.0098
H -3.2463 -2.3914 1.7762
H -0.6675 -2.8302 0.4827
H -2.2738 -2.8245 -0.2972
H -1.8675 -4.0911 0.8800
H -2.9839 -0.2617 1.9884
H -2.4259 -0.5980 0.3573
H -1.6711 -0.0010 3.7829
H 0.1506 1.2290 4.8215
H 1.9877 2.1050 3.3758
H 1.9350 1.7211 1.0203
O 0.3639 -1.3984 -1.3912
N 1.4482 -1.9832 -1.9535
C 2.0957 -2.7367 -1.1469
C 1.7987 -2.8071 0.2622
N 1.5240 -2.8074 1.3766
C 3.2419 -3.4444 -1.6466
N 4.1917 -3.9783 -2.0051
*
```

Values from the calculation:
energy above the lowest of the compared OMol25 structures with the same formula, charge and spin	0.879	eV
Kohn-Sham gap (alpha / beta)	7.66 / 7.05	eV
HOMO level (alpha / beta)	-15.09 / -15.45	eV
E_LUMO (alpha / beta)	-7.43 / -8.40	eV

natural (NBO) analysis output, partial charges in e: 1.2761, -0.4326, 0.6384, -0.6444, 0.6425, -0.4269, 0.1186, -0.1752, -0.1003, -0.2251, 0.0355, -0.4530, 0.0965, -0.1687, -0.0974, -0.2097, 0.0781, -0.4652, 0.2799, 0.2597, 0.2582, 0.2372, 0.2781, 0.2602, 0.2626, 0.2143, -0.4224, -0.3297, -0.4234, -0.2346, -0.1309, -0.1698, -0.1687, -0.1786, -0.1742, -0.0639, 0.2429, 0.2326, 0.2571, 0.4309, 0.2508, 0.2160, 0.2438, 0.2400, 0.2317, 0.2160, 0.2502, 0.2470, 0.2110, -0.5687, 0.0326, -0.0182, 0.2435, -0.2535, 0.1985, -0.1450

# 3
This record from OMol25 describes a structure of composition C34H39InN5O. The level of theory is the ωB97M-V functional and the def2-TZVPD basis.

The geometry in ORCA input format:
```
! RIJCOSX wB97M-V def2-TZVPD def2/J DEFGRID3
* xyz -1 1
In -0.1547 -0.3210 -0.0188
N 1.1923 -3.1110 3.5823
N 0.4799 -3.0673 -1.7332
C 1.7188 2.1943 0.1061
C 2.7348 1.2238 0.3894
C 2.6292 0.8763 1.7652
C 3.4218 -0.1462 2.4753
H 4.4378 -0.1818 2.0815
H 2.9782 -1.1444 2.3828
H 3.4398 0.0782 3.5425
C 1.5639 1.6280 2.3356
C 1.0333 1.4536 3.7029
H 1.5636 2.1155 4.4072
H 1.1584 0.4229 4.0530
H -0.0344 1.7025 3.7635
C 1.0260 2.4731 1.3217
C -0.0845 3.4392 1.5013
H -0.9373 2.9695 2.0074
H -0.4306 3.8306 0.5387
H 0.2206 4.3041 2.1119
C 3.7581 0.7448 -0.5685
H 4.5982 1.4587 -0.5687
H 3.3916 0.6868 -1.6039
H 4.1619 -0.2377 -0.2962
C 1.4838 2.8391 -1.2095
H 0.4805 3.2761 -1.2675
H 1.5829 2.1242 -2.0368
H 2.2121 3.6485 -1.3770
C 0.5102 -3.9110 4.3555
H 0.7996 -4.1037 5.3867
C -0.6801 -4.5146 3.8726
H -1.3189 -5.0811 4.5401
C -1.0330 -4.3769 2.5051
H -1.8625 -5.0018 2.0389
C -0.2568 -3.4582 1.7664
H -0.3577 -3.2652 0.6879
C 0.6986 -2.6328 2.4052
C 0.9388 -1.2070 2.0033
H 1.6973 -1.3457 1.1024
C 0.1933 -1.7461 -1.7802
C 1.3144 -3.3466 -2.7679
H 2.1220 -4.1031 -2.7435
C 0.9769 -2.4458 -3.7448
H 1.2368 -2.5160 -4.7775
N 0.3368 -1.3523 -3.1389
C 0.1774 -0.0688 -3.8239
C 1.2435 0.3517 -4.6162
C 1.0970 1.5340 -5.3451
H 1.9121 1.8731 -5.9827
C -0.0214 2.3530 -5.2287
C -0.0819 3.6353 -6.0692
H -0.5697 4.4668 -5.5234
H -0.6351 3.4902 -7.0235
H 0.9484 3.9536 -6.3408
C -1.0598 1.9345 -4.3760
H -1.8923 2.6192 -4.2371
C -1.0111 0.6901 -3.7256
C -2.1871 0.1691 -2.9750
H -1.9378 -0.8234 -2.6085
H -3.0997 0.0940 -3.5875
H -2.4118 0.8253 -2.1245
C 2.5487 -0.3269 -4.6597
H 2.5248 -1.3368 -5.0476
H 3.0163 -0.3288 -3.6781
H 3.1954 0.2194 -5.3443
N -5.1890 -0.9444 5.3478
C -5.3752 -0.5063 4.0657
O -6.4815 -0.3178 3.5893
C -4.1059 -0.3080 3.2823
C -2.8665 -0.7938 3.7269
C -1.7644 -0.7118 2.8838
N -1.8674 -0.2525 1.6294
C -3.0178 0.3150 1.2113
C -4.1580 0.2854 2.0127
H -6.0032 -1.0523 5.9320
H -4.2829 -1.0787 5.7719
H -2.7075 -1.2593 4.6983
H -0.7830 -1.0694 3.2177
H -3.0134 0.7897 0.2243
H -5.0817 0.7072 1.6238
*
```

Values from the calculation:
Kohn-Sham gap (alpha / beta)	4.69 / 4.44	eV
HOMO level (alpha / beta)	-2.84 / -2.61	eV
E_LUMO (alpha / beta)	1.84 / 1.83	eV

Mulliken analysis output, partial charges in e: 1.0643, -0.5075, -0.3831, 0.4640, 0.5461, 0.0414, -1.2465, 0.4701, 0.2498, 0.3631, 1.5270, -1.7649, 0.3986, 0.3190, 0.2828, 0.0710, -1.5065, 0.2017, 0.3467, 0.2688, -1.2440, 0.2942, -0.0947, 0.4121, -1.1390, 0.2400, -0.0150, 0.2850, -0.3850, 0.3547, -0.3884, 0.3870, -0.6120, 0.3127, 0.1995, 0.1606, 0.2114, -1.5412, 0.9353, -0.3693, -1.3236, 0.3147, -0.4126, 0.9940, 0.2379, 0.4443, 0.8281, -1.0616, 0.2351, 0.7373, -1.4952, 0.3568, 0.2877, 0.3354, -0.8779, 0.3733, 1.5025, -1.5690, 0.3388, 0.4692, 0.0236, -1.5712, 0.3599, 0.1816, 0.3913, -0.2781, 0.1946, -0.6357, 1.3175, -0.9935, -0.4858, 0.2101, -0.1519, -0.7831, 0.2327, 0.1561, 0.1678, 0.0606, 0.2309, 0.4475

no.,strongest force on any atom (eV/Å),E_tot (Eh)
1,2.05,-47039.72672
2,0.66,-1639.86338
3,4.56,-1857.92360